A cluster of 13 separate species, C78H195N8O20P5 in total in a non-equilibrium geometry. Source: the Open Molecules 2025 dataset; level of theory: ωB97M-V with the def2-TZVPD basis set.

As for the maximum force: 3.77 eV/A. As for the HOMO energy: -0.28966 Ha. Its gap between HOMO and LUMO is 8.4 eV.

```
306
Properties=species:S:1:pos:R:3:forces:R:3
C -4.124 -2.156 4.376 0.296 0.033 -0.434
C -4.085 -2.495 2.867 -0.013 1.050 0.777
N -3.821 -3.882 2.611 -0.622 -2.129 -0.481
C -4.308 -4.247 1.271 -0.262 1.796 -0.776
C -5.853 -4.241 1.076 0.150 -0.705 1.097
C -2.427 -4.303 2.782 0.246 -0.103 0.188
C -2.116 -5.810 2.679 0.533 0.618 0.663
H -3.404 -2.792 4.847 0.633 -0.297 0.411
H -5.046 -2.395 4.878 -0.644 0.017 -0.084
H -3.827 -1.124 4.614 -0.248 -0.191 -0.310
H -5.029 -2.215 2.369 0.507 -0.284 0.400
H -3.297 -1.852 2.449 -0.022 -0.025 -0.392
H -3.755 -3.535 0.587 -0.833 -0.436 -0.069
H -4.014 -5.214 0.938 0.627 -0.924 0.340
H -6.197 -4.628 0.118 0.500 -0.155 -0.182
H -6.299 -4.913 1.858 0.377 0.604 -0.587
H -6.339 -3.283 1.160 0.028 0.512 0.227
H -2.170 -4.153 3.837 0.208 0.955 -0.333
H -1.763 -3.753 2.059 -0.259 -0.112 0.749
H -1.093 -5.983 3.102 -0.822 0.206 -0.247
H -2.068 -6.165 1.674 -0.283 -0.438 -0.769
H -2.829 -6.361 3.288 -0.071 -0.231 -0.146
C -3.727 -10.043 -3.503 -0.090 0.077 -0.981
C -3.374 -8.519 -3.370 -0.001 -1.871 0.024
N -3.963 -7.910 -2.193 1.207 0.154 1.091
C -3.293 -6.579 -2.021 0.122 -0.344 0.983
C -3.853 -5.531 -2.930 -0.406 -0.374 -1.203
C -3.857 -8.714 -0.910 0.822 3.644 0.517
C -2.424 -9.005 -0.370 0.029 0.683 -1.911
H -3.332 -10.543 -2.653 0.873 -0.595 0.610
H -3.323 -10.540 -4.434 -0.198 0.802 0.971
H -4.780 -10.369 -3.437 0.029 0.952 -0.319
H -2.248 -8.428 -3.360 -0.763 -0.125 -0.119
H -3.762 -7.974 -4.212 0.065 0.185 -0.582
H -3.529 -6.268 -0.970 0.636 -0.189 -0.767
H -2.157 -6.595 -2.213 -1.307 -0.345 0.643
H -4.917 -5.485 -2.864 -0.901 0.171 0.486
H -3.441 -4.555 -2.779 0.220 0.435 0.224
H -3.717 -5.774 -3.982 0.437 -0.087 -0.192
H -4.450 -9.576 -0.932 -0.746 -1.369 -0.421
H -4.386 -8.020 -0.181 0.625 -0.896 -0.574
H -2.488 -9.309 0.646 0.070 -0.442 0.838
H -1.733 -8.123 -0.434 -0.811 -0.607 0.101
H -1.965 -9.786 -1.001 -0.038 0.123 0.485
C 0.560 -2.056 -8.185 0.641 -0.298 1.362
C 0.160 -1.725 -6.723 1.142 -0.375 -0.226
N -1.240 -1.615 -6.458 -1.842 -0.254 -0.159
C -1.474 -0.563 -5.521 0.628 0.779 2.256
C -2.914 -0.129 -5.143 1.896 -0.281 -0.650
C -1.872 -2.848 -6.009 2.286 -0.029 1.433
C -1.671 -3.955 -6.971 -1.156 -0.727 0.702
H -0.268 -1.834 -8.828 -0.082 0.304 -0.625
H 0.855 -3.098 -8.281 -0.357 -0.264 -0.130
H 1.494 -1.529 -8.384 -0.313 0.361 -0.477
H 0.635 -2.490 -6.057 -0.203 0.579 -0.084
H 0.581 -0.738 -6.475 0.137 -0.453 -0.026
H -0.895 -0.740 -4.522 -0.759 -0.077 -1.095
H -0.965 0.282 -5.911 0.366 1.066 -0.443
H -2.802 0.892 -4.728 -0.375 -0.648 0.062
H -3.478 -0.092 -6.077 -0.467 -0.150 0.372
H -3.208 -0.876 -4.411 -0.987 0.311 0.035
H -2.899 -2.724 -5.743 -0.688 0.389 -0.082
H -1.328 -3.169 -5.086 -0.399 0.243 0.198
H -2.076 -3.557 -7.857 -0.192 -0.113 -1.772
H -2.319 -4.782 -6.632 0.544 -0.034 -0.325
H -0.636 -4.244 -7.049 0.172 -0.242 -0.206
C -4.636 3.782 6.063 -0.114 -0.092 -1.878
C -4.033 4.488 4.857 2.333 -0.546 -0.680
N -2.594 4.861 5.130 -1.505 -2.165 0.872
C -2.020 5.930 4.376 -0.174 0.561 -0.223
C -0.898 6.722 5.083 -0.980 0.135 -0.732
C -1.772 3.609 5.117 0.809 1.768 -0.595
C -1.630 2.792 3.823 -0.936 -0.812 0.250
H -4.567 4.492 6.846 -0.430 0.272 1.213
H -4.135 2.850 6.286 0.424 -0.014 0.216
H -5.632 3.469 5.750 -0.388 0.331 0.555
H -3.999 3.793 3.991 -0.480 0.323 0.135
H -4.551 5.382 4.542 -0.388 0.216 0.194
H -2.834 6.584 4.002 0.349 -0.002 0.587
H -1.586 5.576 3.455 0.385 -0.364 -0.714
H -0.566 7.422 4.318 0.173 0.462 0.187
H -0.042 6.109 5.286 0.365 -0.507 0.304
H -1.211 7.242 5.992 -0.050 -0.086 -0.158
H -0.776 4.018 5.182 0.605 -0.107 0.974
H -1.978 2.951 5.983 0.076 0.449 -0.515
H -0.832 2.074 4.048 -0.047 0.041 -0.294
H -2.541 2.208 3.660 0.069 -0.147 -0.263
H -1.400 3.306 2.877 -0.010 0.154 0.646
C 6.030 -4.640 -4.264 1.334 0.199 -2.147
C 4.756 -5.269 -4.778 -0.979 2.184 1.048
N 3.678 -5.135 -3.751 -0.299 -2.663 -1.445
C 3.341 -3.843 -3.323 -0.400 1.328 0.088
C 3.025 -2.804 -4.361 1.593 1.600 -0.813
C 2.417 -5.909 -4.064 1.334 1.208 -0.816
C 1.760 -6.398 -2.828 -0.428 -0.266 0.968
H 6.347 -4.935 -3.319 0.161 -0.783 1.846
H 6.087 -3.530 -4.265 -0.385 -0.643 -0.298
H 6.824 -5.029 -4.953 -0.327 0.674 0.426
H 4.575 -4.712 -5.709 -0.600 -0.137 -0.098
H 4.878 -6.288 -5.064 0.095 -0.854 0.205
H 2.495 -3.900 -2.692 -0.868 -0.378 1.040
H 4.109 -3.357 -2.755 0.745 -0.256 0.841
H 2.424 -1.952 -4.012 -0.149 -0.485 0.099
H 4.035 -2.350 -4.518 -0.799 0.009 -0.760
H 2.648 -3.159 -5.312 -0.175 -0.165 -0.106
H 2.667 -6.720 -4.768 -0.046 0.155 0.414
H 1.677 -5.272 -4.586 0.328 0.026 -0.141
H 2.345 -7.166 -2.328 0.022 -0.197 -0.055
H 0.800 -6.810 -3.139 -0.191 -0.115 0.394
H 1.601 -5.607 -2.059 -0.113 -0.376 -0.725
C 3.021 -6.862 3.057 1.301 -0.857 0.074
C 4.214 -6.094 2.486 -1.385 -0.152 1.025
N 4.256 -6.314 1.080 0.550 0.988 -0.808
C 3.131 -5.654 0.390 2.205 1.609 -0.715
C 3.047 -4.087 0.570 0.485 -0.959 -1.820
C 5.564 -5.891 0.584 -0.241 -0.012 0.221
C 5.738 -6.181 -0.876 2.868 -0.179 0.666
H 3.136 -7.929 2.792 -0.339 0.494 -0.149
H 2.091 -6.456 2.711 -0.565 0.039 -0.027
H 3.085 -6.834 4.124 -0.327 0.204 0.827
H 4.067 -5.029 2.790 0.435 -0.236 -0.282
H 5.135 -6.456 2.942 0.032 0.009 0.007
H 3.249 -5.873 -0.694 -0.305 0.231 0.872
H 2.277 -6.113 0.731 -2.135 -0.995 0.541
H 2.898 -3.655 1.537 0.075 -0.105 0.772
H 3.953 -3.681 0.099 -0.042 0.205 0.424
H 2.250 -3.694 -0.060 -0.285 -0.121 -0.051
H 6.279 -6.385 1.260 0.142 0.020 -0.610
H 5.760 -4.815 0.667 -0.262 0.192 0.540
H 5.784 -7.229 -1.064 -0.376 -0.949 -0.226
H 6.782 -5.830 -1.142 -1.241 0.001 -0.108
H 4.979 -5.724 -1.445 -0.540 0.617 -1.012
C -1.121 1.257 -1.155 0.259 -0.489 1.115
C -0.904 -0.251 -1.460 -0.680 -0.019 -0.114
N -0.936 -1.199 -0.302 0.372 -0.475 -0.404
C -0.575 -2.561 -0.859 -0.058 0.037 0.354
C -1.664 -3.089 -1.814 0.384 1.421 0.596
C 0.081 -0.789 0.700 -0.300 -0.558 0.249
C -0.268 -1.163 2.176 0.226 0.170 -1.185
H -1.368 1.821 -2.012 -0.266 0.262 -1.405
H -0.234 1.744 -0.770 0.601 -0.112 0.063
H -1.880 1.562 -0.428 -0.123 -0.860 0.079
H -1.671 -0.610 -2.194 0.515 0.630 0.721
H 0.064 -0.339 -2.002 -0.194 0.013 0.191
H 0.422 -2.445 -1.356 -0.504 -0.192 -0.088
H -0.401 -3.367 -0.088 -0.324 1.206 -0.145
H -2.605 -3.191 -1.277 -0.080 0.300 0.070
H -1.770 -2.381 -2.646 -0.230 -0.579 0.045
H -1.453 -4.061 -2.179 0.601 -0.900 -0.495
H 0.153 0.292 0.654 0.206 0.056 0.054
H 1.006 -1.242 0.353 0.713 0.235 0.302
H 0.217 -0.518 2.903 -0.131 0.563 -0.183
H 0.043 -2.141 2.514 -0.099 -0.646 -0.399
H -1.346 -1.085 2.172 -0.290 0.042 0.679
C -7.167 0.649 1.978 -0.089 0.552 -1.365
C -5.693 0.478 1.660 1.665 -0.596 -0.584
N -5.318 1.015 0.350 -0.225 1.535 -0.067
C -4.279 0.294 -0.373 -1.942 -2.813 1.323
C -4.932 -0.833 -1.176 -0.585 0.630 -0.801
C -5.099 2.469 0.484 1.723 -0.745 -0.802
C -4.938 3.228 -0.856 -1.991 0.762 1.361
H -7.435 1.669 2.274 0.116 -0.285 0.354
H -7.409 -0.091 2.691 -0.583 -0.441 1.290
H -7.812 0.437 1.099 0.648 0.003 0.247
H -4.994 0.947 2.435 -0.927 -0.541 -0.423
H -5.407 -0.608 1.625 -0.546 1.055 0.140
H -3.625 -0.289 0.274 0.681 0.637 0.541
H -3.738 0.859 -1.041 1.168 1.679 -1.093
H -5.601 -1.394 -0.538 -0.332 -0.165 0.123
H -4.209 -1.532 -1.567 0.438 -0.194 -0.153
H -5.500 -0.416 -2.032 0.105 -0.283 0.466
H -5.895 2.862 1.074 -0.791 0.405 0.151
H -4.183 2.654 1.099 -0.172 -0.038 -0.160
H -5.790 3.006 -1.498 -0.058 -0.233 -0.123
H -5.064 4.314 -0.624 0.546 -0.633 -0.267
H -4.052 3.029 -1.404 1.010 -0.108 -0.297
C -0.034 9.532 -3.385 0.190 0.744 1.463
C 0.147 8.075 -3.095 0.738 -1.200 -0.243
O 0.906 7.750 -1.857 -0.281 0.501 -1.111
P 0.154 7.533 -0.503 -1.664 0.198 0.151
O 1.003 7.062 0.575 0.744 -0.260 0.622
O -1.101 6.546 -0.808 0.624 0.997 -0.194
C -0.821 5.135 -0.725 2.299 0.288 1.786
C -1.541 4.558 0.427 -1.778 -1.036 0.856
O -0.550 8.934 -0.246 0.183 -0.319 -0.832
C -0.772 9.523 1.038 -1.325 0.372 -0.420
C 0.338 10.411 1.455 0.150 2.502 -0.630
H -0.275 10.037 -2.410 0.230 -0.115 -1.118
H 0.888 9.922 -3.831 -0.283 0.238 0.271
H -0.858 9.680 -4.080 -0.026 -0.045 -0.032
H -0.793 7.530 -3.024 0.001 -0.010 -0.172
H 0.784 7.663 -3.899 -0.481 -0.267 0.436
H -1.089 4.630 -1.602 -0.400 -0.403 -1.615
H 0.260 5.020 -0.506 -0.348 -0.067 -0.657
H -1.145 4.825 1.434 -0.421 0.247 -0.913
H -2.596 4.863 0.249 0.352 0.031 0.860
H -1.618 3.445 0.402 0.472 0.752 -0.192
H -1.710 10.114 0.922 0.631 -0.378 0.063
H -0.988 8.742 1.724 -0.027 -0.703 0.846
H 0.502 11.202 0.648 -0.440 -0.701 1.116
H 0.154 10.908 2.431 -0.208 -0.204 -0.680
H 1.291 9.971 1.541 1.025 -1.176 0.131
C -0.646 -0.848 6.073 0.987 0.707 -0.783
C 0.203 -0.427 7.261 0.603 -0.365 -0.118
O -0.197 0.872 7.735 -0.379 0.143 0.599
P 0.989 1.888 8.028 -0.754 1.141 0.751
O 2.248 1.393 8.563 0.370 -0.582 0.517
O 1.167 2.505 6.605 -0.018 1.064 -1.128
C 2.495 3.006 6.159 -0.582 -1.129 2.346
C 3.270 1.733 5.762 0.219 1.253 -0.819
O 0.362 3.007 8.990 -0.470 -0.354 -0.008
C -1.059 3.399 9.133 0.770 -1.011 -1.778
C -1.203 4.868 8.889 0.153 0.968 0.633
H -0.395 -0.153 5.230 -0.830 -0.420 0.611
H -0.370 -1.838 5.699 0.192 -0.068 0.273
H -1.699 -0.907 6.338 -0.079 0.396 -0.173
H 0.038 -1.149 8.079 0.471 0.366 -0.136
H 1.292 -0.304 7.008 -1.118 -0.762 0.231
H 2.270 3.707 5.344 0.261 -0.302 0.318
H 2.917 3.529 7.114 -0.255 -0.725 -2.091
H 2.718 0.987 5.181 -0.419 0.463 0.088
H 4.054 2.064 5.110 0.728 0.042 -0.506
H 3.742 1.236 6.578 0.070 -0.151 0.822
H -1.580 2.770 8.372 -0.114 0.683 0.706
H -1.400 3.150 10.120 0.091 -0.411 0.482
H -2.246 5.184 8.982 -0.015 -0.211 -0.096
H -0.646 5.481 9.631 -0.178 -0.583 -0.323
H -0.851 5.162 7.914 0.065 -0.025 -0.470
C -4.338 6.760 -3.935 0.449 2.027 -1.504
C -3.560 5.559 -3.643 1.461 -1.777 0.756
O -2.508 5.443 -4.635 0.420 1.023 -0.770
P -1.657 4.152 -4.891 -0.434 -1.801 0.514
O -1.760 3.230 -3.736 -0.040 0.204 -0.461
O -2.210 3.513 -6.245 0.308 0.836 0.588
C -1.644 3.735 -7.574 -1.769 0.106 0.854
C -1.931 2.460 -8.287 1.108 0.154 -1.794
O -0.175 4.539 -5.257 0.523 0.482 0.731
C 0.913 4.227 -4.262 -0.499 0.126 -2.511
C 1.717 3.076 -4.761 1.236 -0.583 0.634
H -4.698 6.700 -4.985 0.030 0.034 0.631
H -5.184 6.822 -3.281 -0.442 0.218 0.419
H -3.711 7.706 -3.890 -0.751 -1.067 0.211
H -3.015 5.568 -2.659 -0.929 -0.041 -0.681
H -4.184 4.658 -3.753 0.208 0.244 0.452
H -2.153 4.553 -8.040 -0.636 0.647 -0.146
H -0.646 4.087 -7.447 1.057 -0.567 -0.199
H -2.955 2.165 -8.499 -0.264 0.752 0.092
H -1.347 2.431 -9.224 -0.376 -0.002 0.151
H -1.551 1.694 -7.694 0.790 -1.566 1.012
H 1.544 5.070 -4.231 0.493 1.267 -0.100
H 0.495 4.125 -3.318 -0.939 -0.635 1.620
H 2.355 2.778 -3.868 -0.550 0.007 -1.196
H 1.103 2.239 -5.106 0.033 0.020 0.310
H 2.390 3.374 -5.597 -0.462 -0.147 0.588
C 7.282 -2.472 0.865 -0.725 -1.507 -0.216
C 6.484 -2.157 2.129 0.584 0.249 -0.120
O 5.330 -1.338 1.866 0.791 -0.984 -0.816
P 4.710 -0.528 3.048 -1.584 1.938 -0.375
O 3.355 -0.114 2.594 0.855 -0.205 0.756
O 4.831 -1.324 4.399 -0.497 -0.741 0.069
C 3.781 -2.357 4.651 0.338 1.217 -0.729
C 3.236 -2.167 6.036 -1.334 0.468 0.330
O 5.748 0.636 3.343 0.186 0.207 0.010
C 6.018 1.555 2.239 0.394 -0.094 0.360
C 7.475 1.971 2.128 -0.427 -0.829 1.905
H 8.174 -3.113 1.140 -1.018 0.726 -0.423
H 6.662 -2.984 0.064 0.602 0.213 1.190
H 7.588 -1.585 0.365 0.625 0.962 -0.099
H 6.098 -3.037 2.608 0.044 -0.761 0.138
H 7.123 -1.647 2.864 -0.012 -0.038 -0.203
H 3.038 -2.216 3.847 -0.061 -0.156 0.522
H 4.255 -3.314 4.500 0.239 -0.316 0.139
H 2.630 -1.249 6.162 0.463 -0.309 -0.670
H 2.488 -2.971 6.232 0.913 0.238 0.224
H 4.009 -2.029 6.796 0.008 -0.720 -0.102
H 5.657 1.108 1.356 -0.028 -0.825 -1.256
H 5.405 2.424 2.300 -0.543 0.739 0.725
H 7.734 2.512 3.071 0.041 -0.316 -0.799
H 8.130 1.083 2.046 -0.198 0.568 -0.221
H 7.516 2.637 1.292 0.404 0.333 -0.587
C 3.342 0.035 -1.681 -0.089 -0.180 -0.270
C 3.862 1.154 -0.809 1.522 -1.439 0.188
O 3.539 2.406 -1.356 -0.250 1.426 0.093
P 4.397 3.657 -0.822 -1.196 0.489 -0.579
O 5.863 3.521 -0.877 -0.850 0.216 0.090
O 3.900 3.952 0.671 1.593 -0.446 -0.824
C 2.560 4.214 1.072 0.018 -0.113 0.621
C 2.473 4.026 2.626 -0.514 0.263 -1.731
O 3.666 4.734 -1.811 0.378 -1.281 1.125
C 4.033 6.115 -1.765 -1.083 0.779 0.319
C 4.041 6.622 -3.184 0.558 -0.114 -0.729
H 3.548 -0.960 -1.253 -0.332 0.463 0.179
H 2.280 0.172 -1.909 -0.022 -0.189 0.411
H 3.818 0.022 -2.646 0.444 0.207 -0.513
H 3.519 1.002 0.203 -0.518 0.375 0.449
H 4.967 1.136 -0.745 -0.306 -0.425 -0.111
H 2.391 5.249 0.823 -0.553 0.337 -0.040
H 1.909 3.572 0.462 -0.152 0.012 0.532
H 2.916 3.050 2.895 -0.102 0.569 0.126
H 2.946 4.927 3.086 -0.314 -1.009 -0.057
H 1.381 4.000 2.818 0.569 0.098 0.384
H 3.237 6.720 -1.222 1.046 -0.969 -0.138
H 5.008 6.168 -1.275 -0.081 0.500 -0.101
H 4.194 7.707 -3.205 0.457 -0.264 -0.048
H 4.769 6.043 -3.787 -0.028 0.675 0.292
H 3.100 6.484 -3.713 -0.358 -0.204 0.411
```
Positions in Å, forces in eV/Å.

Mulliken population analysis, charges in e, atoms 1 to 6: C -1.5575; C 1.7082; N 0.0849; C 0.4738; C -1.8713; C 0.7448